# 1
{
  "formula": "C10H8F2O",
  "method": "wB97M-V/def2-TZVPD",
  "total_charge": 0,
  "smiles": "O=C[C@]1(c2ccccc2)CC1(F)F",
  "symbols": ["C", "C", "C", "C", "C", "C", "C", "C", "C", "C", "O", "F", "F", "H", "H", "H", "H", "H", "H", "H", "H"],
  "positions_angstrom": [[2.81406, 0.67234, 0.82000], [1.83190, 0.65382, 1.81549], [2.49455, 0.46040, -0.51878], [0.56185, 0.41562, 1.51272], [1.17226, 0.23392, -0.86931], [0.25728, 0.16375, 0.18195], [-2.07482, 1.04547, -0.53901], [-1.44272, -1.15827, -1.29148], [-1.18944, -0.10198, -0.27565], [-1.86752, -1.33413, 0.13263], [-1.80734, 2.20631, -0.42375], [-1.30674, -2.30606, 0.89655], [-3.20767, -1.37690, 0.44239], [3.86139, 1.00864, 1.12655], [2.15712, 0.83175, 2.84814], [3.11106, 0.43773, -1.37957], [-0.34470, 0.19924, 2.23659], [0.96835, -0.06500, -1.88747], [-3.03615, 0.77695, -0.96631], [-2.29878, -1.01735, -2.17323], [-0.65393, -1.74625, -1.68845]],
  "forces_ev_per_angstrom": [[1.78, 1.15, 0.01], [3.02, 0.65, 1.36], [-0.91, 0.08, 0.43], [-4.60, -1.80, 0.00], [0.35, -0.63, 1.77], [-1.89, 0.12, -2.11], [-0.47, 1.07, -0.11], [-3.27, -0.98, -2.50], [1.81, 0.98, 1.56], [-1.34, -1.98, -0.64], [0.50, 0.19, 0.30], [0.42, 0.86, -0.31], [0.75, 0.62, -0.33], [-1.49, -0.85, -0.55], [-0.22, -0.08, -0.42], [1.45, 0.24, -0.08], [2.27, 0.90, -1.10], [-0.46, 0.29, 0.01], [-0.63, -0.36, -0.12], [2.17, -0.09, 2.74], [0.77, -0.39, 0.11]],
  "nbo_charge": [-0.20, -0.21, -0.21, -0.19, -0.20, -0.01, 0.46, -0.45, -0.27, 0.71, -0.49, -0.31, -0.33, 0.22, 0.22, 0.22, 0.23, 0.21, 0.12, 0.24, 0.25]
}

# 2
{
  "formula": "C2H7NO2",
  "method": "wB97M-V/def2-TZVPD",
  "total_charge": 0,
  "smiles": "NC=O.CO",
  "symbols": ["C", "O", "H", "H", "H", "H", "N", "C", "O", "H", "H", "H"],
  "positions_angstrom": [[0.89565, -0.94627, -0.33600], [1.19642, -0.81496, 1.05509], [2.07326, -1.18813, 1.22337], [1.76891, -1.29145, -0.90612], [0.07805, -1.66182, -0.47392], [0.70838, 0.23966, -0.87930], [-1.29315, 1.09852, 0.71377], [-1.06085, 0.86169, -0.58364], [-0.13339, 1.45727, -1.22972], [-0.57343, 1.59132, 1.22601], [-1.89399, 0.48561, 1.24505], [-1.76585, 0.16857, -1.05459]],
  "forces_ev_per_angstrom": [[1.08, 2.77, -1.77], [0.35, -0.12, 0.26], [-0.45, 0.14, -0.06], [-0.13, -0.41, 0.26], [-0.10, 0.24, -0.12], [1.10, -4.64, 1.86], [0.22, -0.39, -0.13], [1.36, 2.92, -1.34], [-3.51, -0.55, 1.33], [-0.07, -0.01, -0.09], [0.05, 0.08, -0.14], [0.11, -0.03, -0.05]],
  "nbo_charge": [-0.36, -0.76, 0.47, 0.16, 0.15, 0.26, -0.77, 0.55, -0.66, 0.42, 0.40, 0.14]
}

Respective ΔE to the lowest compared entry with this formula, charge and spin values: 0.0, 64.9 kcal/mol.
Respective E_tot values: -17979.8152, -7770.7110 eV.
Respective Kohn-Sham gap values: 10.20, 9.66 eV.